Entry 1:
The following is a quantum chemistry calculation of a molecular structure, C27H28FeN3O2, from OMol25.

The multiplicity is 6. The total charge is -2. The HOMO energy (spin up / spin down) comes out at 1.3 / -0.8 eV. The value obtained for the HOMO-LUMO gap (spin up / spin down) is 3.200 / 5.246 eV. As for the maximum force: 3.189 eV/A.

Each line ends with the natural charge from an NBO analysis.
Atoms and positions in Å:
C -1.539 1.867 1.523  -0.4039
N -0.435 1.108 2.086  -0.3937
C 0.596 0.602 1.343  0.2637
H -0.291 -1.171 0.332  0.2225
C 1.000 1.133 0.064  -0.1354
C 1.463 2.480 0.185  -0.2343
C 2.078 3.119 -0.868  -0.2456
C 2.145 2.466 -2.111  0.0180
N 2.408 3.223 -3.270  0.3963
O 2.351 2.685 -4.397  -0.5785
O 2.677 4.435 -3.110  -0.6018
C 1.763 1.119 -2.222  -0.2044
C 1.210 0.432 -1.150  -0.2289
N 1.475 0.008 2.202  -0.4145
C 2.746 -0.560 1.778  -0.4003
C 1.241 0.542 3.481  0.2152
C 0.035 1.251 3.400  0.1330
C -0.253 2.291 4.270  -0.2878
C 0.676 2.550 5.297  -0.2498
C 1.876 1.837 5.381  -0.2505
C 2.200 0.838 4.438  -0.3156
H -2.192 2.160 2.342  0.1898
H -1.193 2.764 0.986  0.2099
H -2.125 1.208 0.873  0.2293
H 1.369 2.998 1.149  0.1920
H 2.436 4.138 -0.775  0.2282
H 1.870 0.639 -3.190  0.2287
H 0.929 -0.630 -1.241  0.2255
H 3.219 -1.025 2.647  0.1907
H 2.563 -1.356 1.044  0.2208
H 3.429 0.207 1.368  0.2026
H -1.181 2.848 4.142  0.2058
H 0.462 3.326 6.036  0.1949
H 2.579 2.050 6.185  0.1941
H 3.130 0.273 4.433  0.2058
C 0.260 -3.047 1.185  -0.6043
C -0.730 -2.152 0.458  -0.4393
C -1.097 -2.596 -0.935  -0.0581
C -2.355 -3.285 -1.262  -0.3662
C -2.251 -3.723 -2.624  -0.3658
C -0.931 -3.344 -3.127  -0.3501
C -0.200 -2.693 -2.081  -0.3830
Fe -1.934 -1.769 -2.478  0.4380
C -2.001 0.121 -1.918  -0.3548
C -3.330 -0.475 -1.948  -0.3682
C -3.550 -0.980 -3.291  -0.3583
C -2.365 -0.709 -4.080  -0.3610
C -1.400 -0.029 -3.235  -0.3381
H 0.286 -2.782 2.252  0.1918
H -0.107 -4.067 1.017  0.2039
H 1.259 -2.904 0.740  0.1882
H -1.644 -1.976 1.048  0.1898
H -3.147 -3.396 -0.506  0.2084
H -3.004 -4.314 -3.128  0.2052
H -0.530 -3.619 -4.082  0.2077
H 0.845 -2.382 -2.066  0.2147
H -1.570 0.667 -1.088  0.2216
H -4.050 -0.467 -1.130  0.2064
H -4.471 -1.407 -3.671  0.2025
H -2.248 -0.910 -5.140  0.2101
H -0.451 0.383 -3.563  0.2374

Entry 2:
The following is a quantum chemistry calculation of a single C27H28N2O2 molecule, from OMol25.

The HOMO energy comes out at -8.5 eV. The value obtained for the HOMO-LUMO gap is 9.169 eV. As for the maximum force: 0.620 eV/A. The relative energy (zero: lowest compared OMol25 entry of this formula, charge and spin) comes out at 0.000 eV. As for the SMILES: O=C(C[C@H]1C(=O)N(CCc2ccccc2)C[C@@H]1Cc1ccccc1)Nc1ccccc1.

Each line ends with the natural charge from an NBO analysis.
Atoms and positions in Å:
O 2.019 2.603 -1.542  -0.6133
C 0.869 2.583 -1.162  0.6936
C -0.129 1.539 -1.640  -0.4859
C -0.246 0.435 -0.579  -0.3013
C -1.320 -0.563 -1.002  0.6924
O -2.513 -0.351 -1.044  -0.6338
N -0.710 -1.713 -1.339  -0.4312
C -1.419 -2.869 -1.820  -0.2100
C -1.586 -3.944 -0.733  -0.4465
C -2.396 -5.089 -1.268  0.0767
C -1.776 -6.212 -1.800  -0.2482
C -2.527 -7.248 -2.327  -0.2026
C -3.909 -7.171 -2.331  -0.2237
C -4.536 -6.053 -1.806  -0.1896
C -3.783 -5.019 -1.280  -0.2492
C 0.728 -1.683 -1.231  -0.2021
C 1.034 -0.399 -0.440  -0.2172
C 1.345 -0.699 1.034  -0.4380
C 1.638 0.568 1.789  0.0669
C 2.833 1.245 1.579  -0.2465
C 3.101 2.425 2.246  -0.1874
C 2.176 2.949 3.133  -0.2179
C 0.981 2.286 3.346  -0.2125
C 0.715 1.102 2.679  -0.2503
N 0.330 3.434 -0.248  -0.6283
C 0.941 4.470 0.465  0.2399
C 2.256 4.866 0.244  -0.2741
C 2.794 5.898 0.990  -0.1841
C 2.040 6.545 1.954  -0.2438
C 0.729 6.154 2.171  -0.2026
C 0.181 5.124 1.432  -0.2572
H 0.235 1.114 -2.576  0.2310
H -1.112 1.982 -1.812  0.2328
H -0.534 0.889 0.372  0.2323
H -2.407 -2.527 -2.142  0.2357
H -0.888 -3.287 -2.681  0.1968
H -2.092 -3.491 0.122  0.2192
H -0.604 -4.296 -0.412  0.2039
H -0.697 -6.279 -1.798  0.2064
H -2.033 -8.118 -2.734  0.2123
H -4.496 -7.979 -2.742  0.2130
H -5.614 -5.987 -1.807  0.2120
H -4.274 -4.147 -0.871  0.2146
H 1.179 -1.661 -2.231  0.1922
H 1.093 -2.575 -0.713  0.1949
H 1.884 0.130 -0.874  0.2365
H 0.495 -1.218 1.483  0.2082
H 2.215 -1.359 1.082  0.2168
H 3.559 0.843 0.887  0.2126
H 4.034 2.940 2.074  0.2155
H 2.384 3.873 3.651  0.2197
H 0.254 2.689 4.036  0.2126
H -0.216 0.583 2.861  0.2080
H -0.639 3.280 -0.005  0.3988
H 2.844 4.362 -0.503  0.2564
H 3.816 6.200 0.813  0.2129
H 2.469 7.350 2.532  0.2135
H 0.130 6.653 2.919  0.2146
H -0.842 4.819 1.604  0.2047

Entry 3:
The following is a quantum chemistry calculation of a molecular structure, C27H28N2O3P2S2Ti, from OMol25.

The multiplicity is 2. The total charge is +1. The HOMO energy (spin up / spin down) comes out at -10.1 / -10.1 eV. The value obtained for the HOMO-LUMO gap (spin up / spin down) is 5.785 / 5.638 eV. As for the maximum force: 5.349 eV/A.

Each line ends with the natural charge from an NBO analysis.
Atoms and positions in Å:
C -2.226 2.811 -3.573  -0.1716
C -1.912 1.551 -3.087  -0.0669
C -0.542 1.141 -3.226  0.2786
C 0.508 2.147 -3.245  -0.1362
C 0.098 3.489 -3.311  -0.1590
C -1.205 3.754 -3.709  -0.2202
C 1.847 1.754 -3.002  -0.0968
C 2.106 0.362 -2.952  -0.1283
C 1.006 -0.573 -2.956  0.2660
C 1.255 -1.946 -2.568  -0.0730
C 2.556 -2.411 -2.738  -0.1734
C 3.608 -1.498 -2.853  -0.2251
C 3.392 -0.134 -2.727  -0.1568
H -3.251 3.075 -3.807  0.2293
H 0.892 4.230 -3.225  0.2250
H -1.411 4.730 -4.123  0.2309
H 2.378 2.354 -2.265  0.2383
H 2.762 -3.479 -2.745  0.2261
H 4.617 -1.843 -3.044  0.2305
H 4.192 0.600 -2.649  0.2251
N -0.187 -0.148 -3.416  -0.5043
Ti 0.010 0.050 0.931  0.6834
C -2.904 0.723 -2.311  -0.6623
H -2.892 -0.332 -2.641  0.2513
H -3.939 1.139 -2.312  0.2486
C 0.190 -2.816 -1.945  -0.6832
H -0.754 -2.747 -2.502  0.2611
H 0.511 -3.862 -1.805  0.2473
P -2.335 0.632 -0.477  0.9328
P -0.246 -2.220 -0.208  0.9070
C 0.819 -3.250 0.869  -0.9352
H 0.719 -2.943 1.923  0.2379
H 0.508 -4.297 0.737  0.2369
H 1.871 -3.121 0.584  0.2635
C -1.861 -3.012 0.041  -0.9451
H -1.689 -4.092 0.155  0.2485
H -2.361 -2.607 0.932  0.2440
H -2.489 -2.825 -0.837  0.2466
C -2.688 2.367 0.079  -0.9326
H -3.767 2.574 0.018  0.2391
H -2.341 2.506 1.115  0.2554
H -2.141 3.078 -0.555  0.2589
C -3.815 -0.202 0.182  -0.9481
H -3.682 -0.411 1.244  0.2349
H -4.705 0.417 0.037  0.2466
H -3.949 -1.156 -0.331  0.2404
C -1.336 -0.504 2.354  0.4456
O -1.995 -0.955 3.208  -0.4066
H 0.207 1.062 -0.168  -0.1795
O -0.587 2.451 3.422  -0.9006
S 0.827 2.411 3.298  2.2780
O 1.605 3.665 3.292  -0.8539
N 1.119 1.489 1.936  -0.8446
C 2.049 0.511 2.176  0.0966
S 2.406 -0.333 0.720  0.0292
C 2.189 0.168 3.567  -0.0881
C 2.530 -1.099 4.074  -0.1671
C 2.251 -1.326 5.432  -0.1896
C 1.652 -0.309 6.201  -0.1558
C 1.284 0.949 5.675  -0.1604
C 1.559 1.153 4.340  -0.2946
H 2.944 -1.859 3.428  0.2447
H 2.463 -2.302 5.858  0.2407
H 1.453 -0.482 7.244  0.2371
H 0.827 1.752 6.245  0.2525

Entry 4:
The following is a quantum chemistry calculation of a molecular structure, C27H28N2O4P2SW, from OMol25.

The multiplicity is 3. The total charge is +2. The HOMO energy (spin up / spin down) comes out at -14.3 / -14.4 eV. The value obtained for the HOMO-LUMO gap (spin up / spin down) is 6.479 / 5.812 eV. As for the maximum force: 6.938 eV/A. The relative energy (zero: lowest compared OMol25 entry of this formula, charge and spin) comes out at 0.000 eV.

Each line ends with the natural charge from an NBO analysis.
Atoms and positions in Å:
C -1.348 -3.693 2.731  -0.1892
C -0.859 -2.947 1.656  -0.0445
C -1.715 -1.994 1.051  0.1354
C -3.031 -1.794 1.510  -0.0129
C -3.461 -2.513 2.619  -0.1724
C -2.635 -3.456 3.217  -0.1578
C -4.022 -0.991 0.711  -0.4829
C -3.615 -0.972 -0.744  -0.0135
C -2.291 -1.262 -1.121  0.1468
C -1.945 -1.521 -2.468  -0.0539
C -2.931 -1.368 -3.443  -0.1933
C -4.229 -1.007 -3.082  -0.1571
C -4.577 -0.818 -1.744  -0.1720
H -0.683 -4.397 3.229  0.2356
H -4.489 -2.395 2.959  0.2388
H -3.012 -4.019 4.066  0.2464
H -4.969 -1.579 0.734  0.2614
H -2.663 -1.521 -4.485  0.2355
H -5.000 -0.884 -3.842  0.2484
H -5.608 -0.600 -1.437  0.2425
N -1.291 -1.276 -0.098  -0.5725
W 0.307 -0.028 -0.238  0.9996
C 0.603 -3.045 1.218  -0.7045
H 0.710 -3.341 0.155  0.2524
H 1.152 -3.761 1.862  0.2704
C -0.505 -1.823 -2.859  -0.7365
H -0.076 -2.697 -2.342  0.2637
H -0.415 -1.977 -3.946  0.2711
P 1.354 -1.372 1.459  0.9383
P 0.492 -0.344 -2.485  1.1562
C -0.295 0.982 -3.433  -0.9558
H 0.358 1.864 -3.333  0.3050
H -0.394 0.656 -4.482  0.2691
H -1.288 1.223 -3.025  0.2629
C 2.185 -0.572 -2.953  -0.9850
H 2.217 -0.842 -4.016  0.2842
H 2.694 0.382 -2.766  0.3009
H 2.626 -1.367 -2.341  0.2567
C 1.031 -1.050 3.230  -0.9244
H 1.205 -1.958 3.830  0.2690
H 1.688 -0.230 3.542  0.2978
H -0.011 -0.728 3.346  0.2665
C 3.129 -1.413 1.251  -0.9496
H 3.502 -0.465 1.658  0.2949
H 3.566 -2.266 1.785  0.2773
H 3.371 -1.465 0.184  0.2467
C -1.210 1.296 -0.461  0.5663
O -2.165 1.975 -0.369  -0.3429
H -4.371 -0.042 1.137  0.2702
O 1.862 2.443 -1.913  -0.6128
C 1.818 2.646 -0.693  0.6877
N 1.305 1.736 0.234  -0.9747
S 1.479 2.294 1.896  2.2557
O 0.179 2.507 2.477  -0.8734
O 2.480 1.533 2.608  -0.9106
C 2.272 3.775 1.348  -0.2305
C 3.030 4.629 2.152  -0.1937
C 3.860 5.576 1.527  -0.1451
C 3.908 5.664 0.123  -0.1720
C 3.147 4.802 -0.656  -0.1279
C 2.361 3.829 -0.030  -0.1935
H 2.996 4.522 3.239  0.2517
H 4.487 6.229 2.142  0.2509
H 4.563 6.398 -0.343  0.2491
H 3.168 4.834 -1.739  0.2496